Arrangement 1

Below is the molecule C7H12N2, with properties calculated with the ωB97M-V functional and the def2-TZVPD basis.

Element x y z (Å)
C (1.53315, -2.77213, 2.40161)
C (0.21102, -0.28135, -0.09907)
H (-0.70936, -2.28575, 0.24549)
H (0.55168, 2.08872, -1.44859)
H (2.57510, -2.82646, 2.73494)
H (1.87890, -0.71408, 1.72070)
H (1.48369, -3.87593, 1.91287)
C (-1.74531, 1.17387, -0.96071)
H (0.71676, 1.10935, 1.65521)
N (-1.32370, 1.69803, -2.02935)
H (-0.13516, 2.91196, -2.87354)
C (-1.02615, 0.60157, 0.15371)
H (-1.58283, 0.33507, 1.06225)
C (0.24034, -1.58911, 0.55760)
C (0.37370, 0.98278, 0.55749)
H (0.97142, 1.86020, 0.04476)
N (0.04857, 1.82019, -2.44642)
C (1.14825, -1.61400, 1.53511)
H (1.11953, -2.73528, 3.32480)
H (0.35616, -0.41730, -1.21957)
H (-2.70993, 0.91227, -0.70333)

Values from the calculation:
multiplicity = 1
net charge = 0
gap between HOMO and LUMO = 9.58 eV
HOMO level = -8.68 eV
LUMO level = 0.0333 hartree

Arrangement 2

Below is a cluster of 2 separate species, C7H12N2 in total, with properties calculated with the ωB97M-V functional and the def2-TZVPD basis.

Element x y z (Å)
H (-2.66221, 0.41412, -2.80547)
C (0.52642, 0.69121, 1.66398)
C (2.49495, -0.68966, 2.37948)
H (-3.00131, -1.06233, -1.52756)
N (-0.04292, -1.32374, -1.59825)
H (-0.22007, 2.48024, 0.67752)
H (1.51744, -0.91750, 0.54786)
H (-0.46484, 0.22635, 1.65539)
H (1.53266, 2.26924, 0.55133)
H (2.57548, -0.16662, 3.32544)
H (0.37661, -1.85364, -2.36002)
C (-1.85112, -0.28013, -2.96364)
C (-2.26292, -0.73224, -0.64777)
N (-2.44489, -0.40196, 0.46319)
C (1.56167, -0.37729, 1.48952)
H (-1.39409, -0.23963, -3.94541)
H (0.45123, 1.27791, -0.42744)
C (-1.11983, -0.74412, -1.87191)
H (3.20384, -1.48873, 2.20513)
C (0.57563, 1.74441, 0.55099)
H (0.64826, 1.17409, 2.63765)

Values from the calculation:
multiplicity = 1
net charge = 0
gap between HOMO and LUMO (alpha / beta) = 7.92 / 7.27 eV
HOMO level (alpha / beta) = -9.19 / -9.10 eV
LUMO level (alpha / beta) = -0.0468 / -0.0675 hartree

Each structure's energy above the most stable one, in eV: arrangement 1 0.128; arrangement 2 0.000.

Arrangement 1

Below is a cluster of 9 separate species, BH20O8 in total, with properties calculated with the ωB97M-V functional and the def2-TZVPD basis.

Element x y z (Å)
H (-1.40341, -2.26321, -1.36486)
H (-0.15341, 0.29579, -2.01386)
H (-0.08341, 3.37879, 0.35614)
O (-1.98441, -2.08421, -2.05886)
H (0.65559, -2.11521, -0.20286)
H (0.36859, -0.11721, -0.19986)
H (-0.16441, -1.62721, 3.13214)
O (3.15859, 0.30679, 1.01514)
O (2.92359, -1.88921, -1.31086)
H (2.58859, 0.47179, 0.27114)
O (-1.48441, 1.31979, 1.73014)
H (0.22159, 1.76679, -0.71386)
H (-2.45941, 1.22079, -0.06586)
H (2.95559, -0.59221, 1.29714)
H (-2.96441, 1.30879, -1.50586)
H (-0.69741, 1.33179, 1.18914)
B (0.52859, 0.64679, -1.09086)
O (-3.25941, 1.39479, -0.58186)
O (-0.71741, -1.97521, 2.50514)
H (-1.01241, 4.18779, 1.26214)
H (1.69559, 0.73979, -1.47486)
O (-0.10841, 3.90779, 1.17214)
H (2.81959, -2.45721, -2.05986)
H (-1.60441, 2.23579, 2.00814)
O (0.30259, -2.99521, -0.09686)
H (-0.22841, -2.94221, 0.66814)
H (2.72959, -1.01521, -1.70986)
H (-1.54441, -1.26621, -2.30986)
H (-1.07841, -1.17421, 2.15414)

Values from the calculation:
multiplicity = 1
net charge = -1
gap between HOMO and LUMO = 9.73 eV
HOMO level = -6.76 eV
LUMO level = 0.1094 hartree

Arrangement 2

Below is a structure of composition BH20O8, with properties calculated with the ωB97M-V functional and the def2-TZVPD basis.

Element x y z (Å)
O (-1.77477, 0.86367, 0.61988)
H (0.44102, 0.35107, 1.50029)
H (2.06628, 0.24931, -1.49229)
O (-1.30772, -3.08078, 0.25969)
O (-0.61095, -1.88777, -1.01305)
H (-0.04392, 0.87127, 0.51230)
O (-0.40619, -1.23246, 2.17106)
H (-1.36140, -1.22555, 2.10975)
H (0.15376, -1.98913, -1.57978)
H (0.75878, 0.21945, -0.84406)
H (-0.89636, 0.49085, 0.54470)
H (0.58262, 1.68639, 2.19938)
H (0.77345, 1.52528, 0.27507)
H (-0.45348, -0.75946, 0.04077)
O (2.56802, 1.04775, -1.65659)
O (-0.25484, 1.04864, -2.02781)
H (-0.39312, -1.14793, -0.44611)
H (1.07878, -0.51658, 0.77199)
H (-0.83432, -2.42484, -0.25205)
O (0.96031, 2.29547, -0.26172)
H (-1.15809, 0.85472, -1.77729)
O (0.69612, 0.74557, 2.33428)
H (-1.62712, 1.78273, 0.84295)
H (-2.16316, -3.14492, -0.16500)
H (1.93247, 1.75604, -1.55350)
H (0.74791, 2.02309, -1.15442)
H (0.27830, 0.56619, -1.39595)
B (0.35627, -0.05074, 0.11989)
H (-0.10865, -0.91734, 1.31760)

Values from the calculation:
multiplicity = 1
net charge = -1
gap between HOMO and LUMO = 8.51 eV
HOMO level = -5.35 eV
LUMO level = 0.1164 hartree

Each structure's energy above the most stable one, in eV: arrangement 1 0.000; arrangement 2 20.063.

Arrangement 1

Below is the molecule C6H6Cl2N2O2, with properties calculated with the ωB97M-V functional and the def2-TZVPD basis.

Element x y z (Å)
N (0.71303, 0.44546, 1.73249)
C (-0.03540, -1.30728, 0.10159)
O (-2.40728, -1.17167, 1.36252)
Cl (0.17841, 2.05327, 2.11272)
C (0.98930, -0.36686, -1.89370)
C (-0.38275, 1.52344, -0.94012)
Cl (2.36934, 0.34144, 1.31067)
H (-0.81684, -2.03096, 0.11852)
H (-0.90148, 0.36147, -2.63712)
C (-0.20999, -0.39999, 1.11627)
H (1.70728, -0.21914, -2.63403)
C (1.06035, -1.21751, -0.91487)
H (1.86320, -1.97272, -0.57341)
N (-1.39805, -0.59763, 1.87323)
C (-0.18990, 0.56356, -1.83463)
H (-1.33474, 2.10808, -0.90970)
O (-1.53731, -0.07923, 2.93146)
H (0.33283, 1.96628, -0.32188)

Values from the calculation:
multiplicity = 1
net charge = 0
gap between HOMO and LUMO = 8.41 eV
HOMO level = -9.23 eV
LUMO level = -0.0302 hartree

Arrangement 2

Below is the molecule C6H6Cl2N2O2, with properties calculated with the ωB97M-V functional and the def2-TZVPD basis.

Element x y z (Å)
C (0.17687, 0.40409, -1.00326)
H (0.56472, -1.80972, 2.23046)
H (-1.49177, -1.53819, 1.27308)
O (-2.73152, 1.06542, 0.99042)
C (-0.68417, -1.05442, 0.93600)
C (-1.11348, -0.12377, -0.13449)
H (1.45094, -0.04935, -2.49019)
N (0.60082, -0.50112, -2.03995)
O (-0.80172, 1.85963, 0.95231)
C (0.47593, -1.10703, 1.48756)
Cl (-2.43160, -0.82487, -1.06504)
H (-0.13172, -0.79718, -2.68928)
Cl (2.56817, 1.56458, -0.59592)
H (2.38202, -0.03721, 1.68857)
H (-0.06120, 1.48124, -1.23228)
N (-1.62098, 1.05188, 0.64800)
C (1.50918, -0.11091, 1.08310)
C (1.33955, 0.52694, -0.03910)

Values from the calculation:
multiplicity = 1
net charge = 0
gap between HOMO and LUMO = 9.03 eV
HOMO level = -9.13 eV
LUMO level = -0.0037 hartree

Each structure's energy above the most stable one, in eV: arrangement 1 3.903; arrangement 2 0.000.

Arrangement 1

Below is a cluster of 2 separate species, C6H8ClN in total, with properties calculated with the ωB97M-V functional and the def2-TZVPD basis.

Element x y z (Å)
H (-0.05924, -1.66850, 0.60475)
H (0.31372, -0.30573, -3.18529)
H (0.90491, -0.61011, 3.99918)
C (-0.28238, 0.78700, -1.44211)
C (0.09963, 0.71822, -2.89282)
H (-0.70929, 1.09629, -3.51422)
Cl (2.45815, 2.21667, 0.49375)
H (-0.52979, -0.56955, 2.94688)
C (0.23179, 0.03924, 3.43783)
C (-0.42746, -0.24291, -0.66736)
H (-0.47176, 1.76302, -1.02915)
C (0.98509, 0.78446, 2.45271)
N (-0.74039, -1.19965, 0.01726)
H (-0.25719, 0.72479, 4.12937)
C (1.56952, 1.40885, 1.61080)
H (0.98277, 1.32892, -3.07929)

Values from the calculation:
multiplicity = 1
net charge = 0
gap between HOMO and LUMO = 9.25 eV
HOMO level = -8.50 eV
LUMO level = 0.0273 hartree

Arrangement 2

Below is the molecule C6H8ClN, with properties calculated with the ωB97M-V functional and the def2-TZVPD basis.

Element x y z (Å)
C (-0.59523, 0.17365, -3.05392)
H (-0.99856, -0.00300, -4.04246)
C (1.34574, -0.34043, 2.08308)
H (-1.79290, -1.20902, -2.14522)
C (0.21683, 0.57329, 1.55303)
H (-0.27782, -0.59453, 3.11403)
H (0.05502, 1.47933, 2.17431)
N (-0.03938, -0.81209, 2.11127)
H (1.93883, 0.04310, 2.95813)
C (-0.18496, 0.72012, 0.10584)
H (-0.48907, -1.36682, -0.15796)
C (-1.03474, -0.48545, -1.98462)
H (-0.25940, 1.73316, -0.35747)
H (1.96003, -0.89638, 1.30824)
Cl (0.72930, 1.36283, -3.05879)
C (-0.57369, -0.37776, -0.60749)

Values from the calculation:
multiplicity = 1
net charge = 0
gap between HOMO and LUMO = 9.36 eV
HOMO level = -8.53 eV
LUMO level = 0.0307 hartree

Each structure's energy above the most stable one, in eV: arrangement 1 0.714; arrangement 2 0.000.

Arrangement 1

Below is a cluster of 2 separate species, CH5NS in total, with properties calculated with the ωB97M-V functional and the def2-TZVPD basis.

Element x y z (Å)
N (0.03725, 2.47270, 2.59188)
H (-1.05859, -1.03127, -2.11319)
H (0.51447, 1.53520, 0.84018)
S (0.10903, -1.68449, -1.91906)
H (-0.35609, -2.79058, -2.54507)
H (-0.47364, 0.52260, 2.01459)
C (-0.03666, 1.49412, 1.77858)
H (-0.42143, 2.10485, 3.43280)

Values from the calculation:
multiplicity = 1
net charge = 0
gap between HOMO and LUMO = 10.70 eV
HOMO level = -9.96 eV
LUMO level = 0.0275 hartree

Arrangement 2

Below is a cluster of 2 separate species, CH5NS in total, with properties calculated with the ωB97M-V functional and the def2-TZVPD basis.

Element x y z (Å)
H (1.93381, 0.24106, -0.85102)
H (-0.51948, -0.70293, 2.39944)
H (0.27771, -0.50793, -0.30137)
S (0.90272, -0.27695, -1.56042)
N (-0.62946, -0.22257, 1.58138)
C (-1.39326, 0.76209, 1.61236)
H (-1.61615, 1.33786, 2.37916)
H (-1.75366, 1.04867, 0.59672)

Values from the calculation:
multiplicity = 1
net charge = 0
gap between HOMO and LUMO = 10.17 eV
HOMO level = -9.14 eV
LUMO level = 0.0379 hartree

Each structure's energy above the most stable one, in eV: arrangement 1 0.000; arrangement 2 0.491.

Arrangement 1

Below is a cluster of 2 separate species, C2H4ClNO3 in total, with properties calculated with the ωB97M-V functional and the def2-TZVPD basis.

Element x y z (Å)
O (-2.14407, 1.02583, 1.10059)
Cl (-1.67030, 0.08283, -1.65179)
H (1.40521, -0.18261, 1.05463)
H (0.16190, -1.56398, -0.00754)
O (1.68146, -0.14628, 0.20685)
H (1.28642, -1.11178, -1.51049)
H (0.26496, 1.35598, -1.11010)
C (-0.23207, 0.50451, -0.88581)
C (0.71968, -0.70174, -0.58179)
O (-0.43397, 0.16031, 2.16387)
N (-1.03922, 0.57694, 1.22160)

Values from the calculation:
multiplicity = 1
net charge = 0
gap between HOMO and LUMO (alpha / beta) = 8.35 / 8.33 eV
HOMO level (alpha / beta) = -9.36 / -9.35 eV
LUMO level (alpha / beta) = -0.0372 / -0.0374 hartree

Arrangement 2

Below is a cluster of 2 separate species, C2H4ClNO3 in total, with properties calculated with the ωB97M-V functional and the def2-TZVPD basis.

Element x y z (Å)
H (-1.45759, -3.00121, -0.76762)
C (-0.15434, -0.26933, -2.41899)
O (-0.45333, 0.76005, -1.54641)
N (1.60059, 0.76711, -0.25349)
Cl (-1.68781, -1.98141, -0.19301)
O (1.12716, -0.60807, -2.28680)
C (0.35575, 0.90159, -0.24010)
H (1.67562, 0.08227, -1.88846)
H (2.03708, 0.90980, 0.64590)
H (-0.27252, 1.08536, 0.64707)
O (-0.94460, -0.78206, -3.13156)

Values from the calculation:
multiplicity = 1
net charge = 0
gap between HOMO and LUMO = 11.61 eV
HOMO level = -11.04 eV
LUMO level = 0.0209 hartree

Each structure's energy above the most stable one, in eV: arrangement 1 4.795; arrangement 2 0.000.